Record 1
Density functional theory data (ωB97M-V/def2-TZVPD) for 2 unconnected molecules or ions with the total composition C3H8NO3 in a non-equilibrium geometry.

```
! wB97M-V def2-TZVPD RIJCOSX def2/J DEFGRID3
* xyz 2 2
O 2.470 -0.053 -1.197
C 2.249 0.131 -0.039
O 1.998 1.594 0.129
C -0.700 -0.380 0.893
C -0.925 -1.263 -0.360
O -2.177 -0.987 -1.062
N -0.779 1.020 0.565
H 2.769 2.023 -0.291
H -1.373 -0.525 1.766
H -0.957 -2.349 -0.024
H -0.008 -1.169 -1.055
H -2.021 -0.543 -2.054
H 0.351 -0.588 1.269
H 0.044 1.472 0.099
H -0.941 1.617 1.361
*
```

The value obtained for the HOMO energy (spin up / spin down) is -0.7102 / -0.6938 hartree. The gap between HOMO and LUMO (spin up / spin down) is 3.765 / 3.205 eV. The value obtained for the energy above the lowest of the compared OMol25 structures with the same formula, charge and spin is 0.0000 eV. As for the maximum force: 9.8 eV Å⁻¹. The LUMO energy (spin up / spin down) comes out at -15.56 / -15.68 eV. For the total energy, the calculation gives -398.54156 Eh.

Charges obtained by Mulliken population analysis, quoted in units of e: O 0.06; C 0.64; O -0.32; C -0.36; C -0.23; O -0.44; N -0.06; H 0.42; H 0.42; H 0.36; H 0.13; H 0.39; H 0.30; H 0.31; H 0.37



Record 2
Density functional theory data (ωB97M-V/def2-TZVPD) for C17H15FN8O in the gas phase in a non-equilibrium geometry.

```
! wB97M-V def2-TZVPD RIJCOSX def2/J DEFGRID3
* xyz 0 1
N 1.650 -3.220 -8.547
O -3.609 0.581 5.452
F 1.053 2.087 7.096
C 1.331 -2.807 -7.511
N -0.884 0.438 2.193
N -0.327 -2.040 -5.929
N 1.789 -1.235 -4.217
C -2.804 0.458 4.556
C 0.189 0.721 1.475
C 2.044 -1.834 -5.388
C -0.527 -1.475 -4.711
C 0.987 -2.214 -6.247
C 0.529 -1.048 -3.845
C -0.821 1.269 5.854
C 1.330 1.680 4.773
C 0.524 1.661 5.912
C -0.549 0.791 3.509
C -1.373 0.807 4.648
C 0.735 1.274 3.564
N -3.392 0.054 3.395
N 1.178 1.272 2.262
N 0.207 0.471 0.100
N 0.316 -0.431 -2.605
C -1.050 0.070 -0.602
C 1.252 1.022 -0.779
C -0.771 -0.947 -1.716
C 1.534 0.059 -1.911
H 3.079 -1.931 -5.763
H -1.573 -1.299 -4.404
H -1.441 1.244 6.715
H 2.361 2.050 4.847
H -4.345 0.348 3.244
H -2.780 0.105 2.553
H 2.084 1.607 1.940
H -1.760 -0.399 0.076
H -1.536 0.948 -1.037
H 2.205 1.067 -0.259
H 1.066 2.009 -1.106
H -1.698 -1.157 -2.242
H -0.495 -1.900 -1.202
H 2.199 0.639 -2.579
H 2.094 -0.795 -1.562
*
```

The value obtained for the HOMO energy is -0.3108 hartree. The gap between HOMO and LUMO is 8.073 eV. As for the maximum force: 3.7 eV Å⁻¹. The LUMO energy comes out at -0.39 eV. For the total energy, the calculation gives -1269.99026 Eh.

Charges obtained by Mulliken population analysis, quoted in units of e: N -0.45; O -0.64; F -0.33; C 0.20; N -0.66; N -0.57; N -0.43; C 0.39; C 0.18; C -0.48; C -0.16; C 0.52; C 0.45; C -0.88; C -0.88; C 0.35; C 0.38; C 0.08; C 0.57; N -0.47; N -0.07; N 0.33; N 0.11; C -0.61; C -0.73; C -0.64; C -0.75; H 0.38; H 0.38; H 0.56; H 0.39; H 0.23; H 0.45; H 0.22; H 0.29; H 0.25; H 0.31; H 0.32; H 0.35; H 0.27; H 0.44; H 0.33



Record 3
Density functional theory data (ωB97M-V/def2-TZVPD) for C4H6Cl2S in the gas phase in a non-equilibrium geometry.

```
! wB97M-V def2-TZVPD RIJCOSX def2/J DEFGRID3
* xyz 0 1
C -0.343 -0.125 0.003
C -0.220 0.828 1.183
C 0.908 -0.106 0.865
C -0.118 0.261 -1.474
H -0.719 -2.541 0.168
H -0.862 0.631 2.032
H -0.175 1.858 0.923
H 1.011 -0.893 1.576
H 1.783 0.248 0.366
H -1.020 0.031 -1.978
S -1.531 -1.470 0.181
Cl 1.161 -0.748 -2.117
Cl 0.127 2.024 -1.727
*
```

The value obtained for the HOMO energy is -0.3518 hartree. The gap between HOMO and LUMO is 10.310 eV. The value obtained for the energy above the lowest of the compared OMol25 structures with the same formula, charge and spin is 0.4187 eV. As for the maximum force: 1.7 eV Å⁻¹. The LUMO energy comes out at 0.74 eV. For the total energy, the calculation gives -1474.54912 Eh.

Charges obtained by Mulliken population analysis, quoted in units of e: C 0.26; C -0.54; C -0.66; C -0.08; H 0.14; H 0.27; H 0.21; H 0.30; H 0.26; H 0.40; S -0.23; Cl -0.14; Cl -0.18



Record 4
Density functional theory data (ωB97M-V/def2-TZVPD) for a molecular structure, C29H30F6NO2ReS4SbTe in a non-equilibrium geometry.

```
! wB97M-V def2-TZVPD RIJCOSX def2/J DEFGRID3
* xyz 2 2
Re 0.169 -0.705 1.226
S 2.285 -3.127 -0.028
Sb 2.214 -2.350 -2.339
S 0.292 -2.790 0.367
S 2.279 -0.143 -2.336
S 1.674 -3.801 -3.861
C -0.614 0.154 4.967
C -0.302 -1.158 4.294
O 0.381 -0.980 3.028
C 0.640 -2.008 5.169
F 1.044 -3.099 4.524
F 1.722 -1.270 5.470
F 0.019 -2.355 6.289
C -1.634 -1.904 4.011
F -1.443 -3.098 3.462
F -2.370 -2.026 5.095
F -2.333 -1.154 3.107
H 0.307 0.678 5.185
H -1.151 -0.030 5.896
H -1.234 0.765 4.312
C 1.780 9.094 -1.935
C 1.557 7.618 -1.730
C 0.311 7.045 -1.915
C 0.065 5.688 -1.731
C -1.341 5.200 -2.028
C 1.144 4.908 -1.308
Te 1.145 2.842 -0.913
N -0.481 0.300 -0.120
C -1.287 1.239 -0.584
O -0.839 2.454 -0.858
C -2.688 1.012 -0.847
C -3.181 -0.299 -0.911
C -4.514 -0.507 -1.202
C -5.355 0.583 -1.413
C -4.869 1.887 -1.343
C -3.536 2.106 -1.066
C 1.564 2.941 1.126
C 0.854 3.812 1.982
C -0.325 4.686 1.593
C 1.316 3.914 3.286
C 2.430 3.220 3.744
C 2.958 3.428 5.140
C 3.078 2.349 2.872
C 2.674 2.184 1.560
C 3.494 1.245 0.688
C 2.454 5.431 -1.178
C 3.703 4.626 -0.826
C 2.619 6.785 -1.383
H 0.852 9.616 -2.164
H 2.481 9.264 -2.756
H 2.218 9.542 -1.041
H -0.519 7.673 -2.236
H -1.661 5.589 -2.995
H -2.048 5.574 -1.281
H -1.424 4.124 -2.072
H -2.513 -1.136 -0.759
H -4.904 -1.515 -1.275
H -6.402 0.413 -1.639
H -5.534 2.728 -1.506
H -3.151 3.116 -0.998
H -0.834 4.368 0.693
H 0.009 5.716 1.441
H -1.060 4.701 2.398
H 0.789 4.582 3.966
H 2.248 3.968 5.768
H 3.880 4.014 5.100
H 3.207 2.477 5.619
H 3.940 1.784 3.224
H 3.640 0.287 1.189
H 4.492 1.657 0.521
H 3.065 1.030 -0.289
H 3.700 3.589 -1.183
H 3.885 4.607 0.252
H 4.579 5.059 -1.306
H 3.616 7.209 -1.285
*
```

The value obtained for the HOMO energy (spin up / spin down) is -0.5202 / -0.5204 hartree. The gap between HOMO and LUMO (spin up / spin down) is 6.715 / 6.814 eV. The value obtained for the energy above the lowest of the compared OMol25 structures with the same formula, charge and spin is 0.0000 eV. As for the maximum force: 1.6 eV Å⁻¹. The LUMO energy (spin up / spin down) comes out at -7.44 / -7.35 eV. For the total energy, the calculation gives -4106.22809 Eh.

Charges obtained by Mulliken population analysis, quoted in units of e: Re 0.39; S -0.17; Sb 1.03; S -0.17; S -0.45; S -0.32; C -1.74; C 1.13; O -0.18; C 0.51; F -0.21; F -0.22; F -0.22; C 0.45; F -0.21; F -0.21; F -0.18; H 0.38; H 0.47; H 0.43; C -1.56; C 0.51; C -0.72; C 0.92; C -1.63; C 0.56; Te 0.74; N 0.04; C 0.30; O -0.12; C 0.58; C -0.32; C -0.85; C -0.43; C -0.85; C -0.29; C 1.53; C 0.62; C -1.50; C -0.86; C 0.64; C -1.70; C -0.72; C 0.15; C -1.47; C 0.46; C -1.96; C -0.73; H 0.37; H 0.37; H 0.37; H 0.42; H 0.64; H 0.38; H 0.02; H 0.50; H 0.46; H 0.42; H 0.45; H 0.43; H -0.22; H 0.34; H 0.59; H 0.46; H 0.39; H 0.40; H 0.40; H 0.53; H 0.50; H 0.40; H -0.18; H 0.27; H 0.35; H 0.57; H 0.53